This record from the OMol25 dataset describes 2 unconnected molecules or ions with the total composition C4H7NO2 at a distorted geometry. The level of theory is wB97M-V/def2-TZVPD.

Each line ends with the Löwdin charge.
Geometry (Å):
C  -2.38142  0.40305  -0.04758  -0.07
C  -1.23580  -0.48651  0.27567  -0.23
O  -0.39927  -0.76345  -0.66211  -0.10
C  0.76005  -1.37361  -0.58350  -0.07
C  2.03800  1.04880  0.44763  -0.40
N  3.10256  0.82722  -0.10427  0.16
O  1.00096  1.22622  0.96477  0.14
H  -2.21657  1.43090  0.30951  0.08
H  -3.30894  0.04196  0.41205  0.07
H  -2.52728  0.44398  -1.13132  0.08
H  -0.97966  -0.79839  1.28548  0.12
H  1.21621  -1.59736  -1.53444  0.06
H  1.03602  -1.84127  0.35573  0.08
H  3.89513  1.43846  0.01238  0.08

Summary:
total energy	-361.7231	a.u.
F_max	1.03	eV/A
gap between HOMO and LUMO (spin up / spin down)	7.562 / 7.949	eV
energy relative to the best compared isomer or geometry (same formula, charge and spin)	414.1	kJ/mol
molar mass	101.10	g mol⁻¹
HOMO energy (spin up / spin down)	-6.802 / -7.099	eV